# 1
A structure of composition C25H45NP2V, computed with ωB97M-V/def2-TZVPD.

The total energy comes out at -2660.2713 Eh. Its total charge is +2. The HOMO energy (alpha / beta) is -0.43847 / -0.43677 Ha. For the lowest unoccupied orbital energy (alpha / beta), the calculation gives -6.129 / -9.407 eV. The largest force on an atom comes out at 0.1029 hartree/bohr. The expectation value of S² is 0.753. As for the orbital gap (alpha / beta): 5.80 / 2.48 eV. Its spin multiplicity is 2.

Cartesian coordinates (Å):
1 V -0.147 -0.874 -0.769
2 C 2.195 -1.077 -0.379
3 C 1.772 -1.430 -1.709
4 C 1.734 0.897 -1.498
5 C 2.303 0.361 -0.302
6 C 1.390 -0.193 -2.371
7 C 2.889 -2.061 0.482
8 H 2.380 -3.027 0.463
9 H 2.958 -1.749 1.528
10 H 3.901 -2.235 0.100
11 C 3.264 1.109 0.556
12 H 3.763 0.442 1.262
13 H 2.815 1.911 1.156
14 H 4.022 1.583 -0.098
15 C 1.833 2.322 -1.940
16 H 2.868 2.531 -2.258
17 H 1.578 3.051 -1.147
18 H 1.172 2.532 -2.787
19 C 0.898 -0.146 -3.767
20 H 1.208 -1.051 -4.299
21 H 1.337 0.705 -4.290
22 H -0.195 -0.114 -3.814
23 C 1.994 -2.752 -2.368
24 H 3.064 -2.920 -2.595
25 H 1.476 -2.825 -3.336
26 H 1.690 -3.586 -1.714
27 C -1.245 -1.193 0.998
28 C -0.253 -2.208 0.733
29 C -0.620 -3.538 0.160
30 C -1.295 -3.445 -1.210
31 C -1.086 -2.130 -1.950
32 C -1.943 -0.991 -1.732
33 C -3.112 -1.050 -0.781
34 C -2.701 -1.165 0.733
35 H -1.294 -4.063 0.865
36 H -2.362 -3.666 -1.074
37 H 0.310 -4.129 0.094
38 H -3.193 -2.047 1.168
39 H -1.005 -0.586 1.881
40 H 0.531 -2.231 1.507
41 H -3.142 -0.290 1.246
42 H -3.730 -0.140 -0.886
43 H -2.131 -0.327 -2.584
44 H -3.792 -1.893 -1.016
45 H -0.885 -4.246 -1.840
46 H -0.836 -2.282 -3.002
47 P 0.745 0.109 3.829
48 C 2.239 0.977 4.399
49 H 2.183 1.152 5.479
50 H 2.312 1.931 3.857
51 H 3.117 0.366 4.141
52 C -0.614 0.984 4.681
53 H -0.428 0.886 5.760
54 H -1.556 0.493 4.399
55 H -0.625 2.032 4.362
56 C 0.720 -1.406 4.863
57 H -0.140 -2.017 4.559
58 H 0.616 -1.103 5.913
59 H 1.640 -1.980 4.702
60 P -1.955 3.177 -1.220
61 C -2.111 2.962 -2.991
62 H -3.139 3.335 -3.137
63 H -2.020 1.910 -3.375
64 H -1.369 3.615 -3.490
65 C -3.504 2.813 -0.394
66 H -3.893 1.827 -0.718
67 H -4.152 3.650 -0.688
68 H -3.290 2.779 0.689
69 C -0.996 4.551 -0.657
70 H -1.678 5.396 -0.780
71 H -0.086 4.647 -1.270
72 H -0.701 4.418 0.396
73 N -0.616 0.998 0.061
74 C -1.080 1.716 -0.787

=====

# 2
The ion CH4FN2O with charge +1, computed with ωB97M-V/def2-TZVPD.

The total energy comes out at -324.6031 Eh. Its total charge is +1. The HOMO energy (alpha / beta) is -0.42248 / -0.61615 Ha. For the lowest unoccupied orbital energy (alpha / beta), the calculation gives -3.829 / -9.516 eV. The largest force on an atom comes out at 0.0987 hartree/bohr. The expectation value of S² is 2.007. As for the orbital gap (alpha / beta): 7.67 / 7.25 eV. As for the energy above the lowest of the compared OMol25 structures with the same formula, charge and spin: 0.5959 eV. Its spin multiplicity is 3.

Cartesian coordinates (Å):
1 C -1.017 -0.085 0.026
2 N -0.067 -1.075 0.197
3 N -1.016 1.280 -0.079
4 O 1.295 -0.830 0.063
5 F -2.211 -0.646 -0.043
6 H -0.331 -2.016 0.454
7 H -0.255 1.917 -0.340
8 H -1.939 1.703 -0.370
9 H 1.790 -0.659 0.864